Entry from the Open Molecules 2025 dataset: a cluster of 17 separate species, C74H175N10O30 in total in a non-equilibrium geometry (the ωB97M-V functional and the def2-TZVPD basis).

Properties
HOMO-LUMO gap   0.68 eV
Net charge   +5
DFT total energy   -155834.0310 eV

Each line ends with the Mulliken charge.
Atoms and positions in Å:
H  3.78  -3.00  -3.18  0.62
H  4.30  0.63  -3.92  -1.10
C  -2.70  -5.79  0.19  -0.77
H  -3.18  0.53  -0.86  0.24
H  13.23  -8.37  7.65  0.31
H  0.46  -3.42  -5.83  0.59
H  -6.45  9.21  3.71  0.39
H  -1.25  -6.36  1.68  0.27
C  -8.87  0.12  -4.37  -0.72
H  -10.28  -0.91  -3.08  0.37
C  2.59  -1.92  -9.76  -0.10
O  -2.70  2.91  2.25  -0.50
H  -2.85  2.44  8.35  0.45
N  8.55  -9.12  8.09  -0.42
H  8.87  2.38  0.78  0.49
H  1.64  3.16  -6.18  0.22
C  -7.11  -4.62  -3.21  -0.68
N  1.82  -0.66  -10.06  -0.06
H  -2.80  5.33  0.42  0.19
O  1.34  6.83  -2.85  -0.26
O  11.26  -7.90  8.67  -0.40
H  -6.83  -0.33  -5.14  0.32
C  -0.54  0.77  1.47  0.82
C  -7.60  3.71  1.60  -0.61
O  6.90  -7.46  9.04  -0.25
H  -2.22  -5.63  5.79  0.26
H  2.29  -0.12  -10.79  0.41
H  -3.51  0.34  9.27  0.47
H  2.10  3.72  -2.62  -0.30
H  -7.34  -1.59  -0.50  0.19
O  1.62  2.23  -6.15  -0.26
H  2.88  -4.15  -5.15  0.45
C  1.69  -2.43  -0.16  0.03
H  6.20  -0.03  -3.12  0.73
O  1.07  1.66  -10.63  -0.36
H  -6.11  -6.56  -3.12  0.42
H  -0.64  -5.93  -0.01  0.52
O  5.59  3.77  -2.78  -0.09
C  10.83  -8.87  9.30  -0.14
H  2.09  -2.77  -10.18  0.46
H  -1.66  -1.25  7.53  0.39
C  3.59  4.96  -3.33  -0.28
H  -3.00  -6.81  4.57  0.27
H  -2.68  -3.72  3.01  0.08
H  -6.63  0.09  -2.15  0.44
H  -4.77  0.86  8.14  0.42
H  -2.43  -1.01  -1.96  -0.30
H  -9.23  -0.65  -5.07  0.30
C  -3.35  2.05  6.31  -0.91
O  -3.66  5.01  2.52  -0.75
H  0.29  8.48  -2.22  0.29
H  -6.07  4.33  3.76  -0.07
H  0.08  0.17  2.20  0.78
H  -0.83  1.69  -11.45  0.36
H  -5.01  6.32  2.99  0.61
H  -6.91  7.24  1.63  0.50
H  1.31  8.66  -3.69  0.26
H  -2.90  -5.08  -0.68  0.18
C  -4.26  -2.32  0.19  -0.30
H  -6.67  -3.13  -1.89  -0.50
C  -6.04  6.39  3.36  -1.00
H  -0.85  3.12  -0.31  0.49
H  1.97  -2.77  -2.99  0.67
H  -9.17  -1.71  -0.60  0.39
H  -1.51  -3.44  4.23  0.69
H  -3.84  1.88  3.56  0.03
H  -7.21  -6.21  -1.81  0.32
H  -2.85  -6.79  -0.21  0.65
H  -3.77  -0.98  -5.62  0.52
H  3.66  -0.60  -0.29  0.15
H  -9.56  0.53  -2.30  0.40
H  -8.56  3.92  2.21  0.35
O  4.04  0.25  -0.02  -0.58
H  6.56  -0.76  -9.78  0.29
H  2.51  6.13  2.33  0.24
C  12.74  -7.43  8.04  -0.43
H  -8.13  9.82  2.18  0.39
N  -1.10  -4.21  0.97  1.68
C  -8.31  -1.15  -0.91  -0.89
N  -3.94  -0.45  6.00  0.93
C  -8.45  -2.53  -2.99  -0.94
C  -3.80  -0.82  7.57  1.12
O  -4.51  -1.17  5.36  -0.37
H  -6.29  -1.34  -3.01  0.04
O  1.81  -2.72  1.16  -0.37
H  0.32  -4.15  2.49  0.47
H  -5.25  -1.78  8.87  0.47
N  3.05  -1.08  -3.59  3.72
H  5.21  -8.69  9.18  0.32
O  1.09  0.57  -4.86  -0.29
H  4.53  -2.76  -9.96  0.46
H  -5.31  -2.40  7.24  0.36
C  -2.67  1.43  -0.66  0.01
C  4.01  -1.83  -10.26  -0.85
O  -5.16  -3.31  0.61  -0.70
H  -7.97  -5.07  -3.77  0.35
H  -4.58  -6.41  2.58  0.23
H  -2.60  -2.57  7.12  0.32
H  7.08  4.90  -3.71  0.40
H  9.57  0.55  2.18  0.35
H  -6.11  6.74  4.40  0.35
H  7.50  4.41  -2.16  0.34
H  0.28  5.40  -1.85  0.00
H  1.12  -0.47  -8.16  0.21
O  -1.69  -5.45  3.73  -0.38
H  3.41  3.67  -1.79  -1.03
H  -4.55  0.28  3.51  0.43
H  4.14  5.83  -2.89  0.22
H  -1.37  1.31  1.91  -1.31
H  2.09  8.47  -2.15  0.39
H  7.77  -3.26  -3.57  0.25
C  -1.30  -5.66  0.77  -0.57
H  9.36  -10.39  9.66  0.38
O  -2.39  4.56  0.71  -0.20
C  9.32  -9.36  9.32  -0.44
H  7.94  -1.53  -3.41  0.39
H  -4.80  -7.06  0.89  0.29
H  3.23  5.89  -0.94  0.46
H  0.87  6.67  -0.70  0.60
H  4.22  3.04  -4.04  -0.27
C  6.66  4.70  -2.72  -1.09
H  -0.34  1.12  -9.27  0.48
C  -2.80  1.61  7.66  -0.88
C  -3.08  -1.38  -4.93  -1.36
H  15.44  -4.04  11.83  -0.08
O  -3.51  -5.44  1.26  0.44
C  -7.32  0.16  -4.30  -0.58
C  4.35  -0.49  -4.04  0.54
O  6.06  -2.14  -3.71  -0.34
H  0.48  2.19  -1.33  -1.08
C  -4.38  1.14  4.18  -1.36
N  5.51  2.55  1.70  0.10
C  -6.72  5.10  3.22  -0.17
H  7.85  1.06  0.93  0.36
O  -7.16  9.02  0.54  -0.37
H  -5.71  -5.30  -1.84  -0.01
C  -2.57  -1.71  7.84  -1.37
C  0.71  1.39  -9.31  -0.56
H  -7.68  7.56  3.06  0.42
C  1.16  6.09  -1.63  -0.58
H  -1.45  0.05  5.60  0.36
H  -0.83  1.33  -2.86  0.77
H  -3.58  -2.11  -4.35  0.30
C  -3.02  4.14  1.90  -0.21
H  5.84  0.85  -9.80  0.26
H  3.76  4.11  4.05  0.69
H  1.37  1.25  0.80  -0.74
H  2.03  4.94  3.43  0.55
H  2.12  4.62  -0.35  -0.58
H  1.04  2.17  -8.63  0.22
C  5.73  -0.16  -10.16  -0.80
C  -8.43  9.25  -0.12  -0.74
H  5.79  -5.89  8.09  0.26
H  6.35  5.65  -2.36  0.42
C  3.87  3.53  3.13  -0.40
H  5.16  -1.15  -2.12  0.15
H  -7.98  -3.94  -1.32  0.46
H  -6.49  -4.12  -3.93  0.38
H  4.99  -6.82  9.45  0.24
H  -6.06  -0.86  7.67  0.39
H  12.42  -6.69  7.28  0.24
H  9.40  0.96  3.99  0.22
N  2.80  4.35  -2.21  2.02
H  -8.36  -0.10  -0.55  0.40
H  0.51  2.27  -12.40  0.29
H  10.45  1.93  2.87  0.26
H  2.35  -0.59  -4.17  -1.10
C  2.33  5.27  -1.15  0.29
H  -2.27  -1.89  -5.53  0.21
C  -1.70  -4.08  3.35  -0.20
C  1.24  8.23  -2.70  -0.85
C  -3.40  0.87  5.32  1.59
H  -2.91  2.24  -1.26  0.40
H  -3.54  0.33  -3.60  0.14
H  -7.06  2.83  2.01  0.10
C  -0.94  -0.04  0.27  0.72
C  0.07  2.29  -11.46  -0.77
H  -9.21  8.88  0.53  0.35
H  0.08  0.16  -2.07  -0.08
C  -0.90  0.47  -2.19  -1.11
H  -5.32  1.59  4.52  0.50
H  -4.71  -3.91  1.18  0.33
H  6.95  3.94  1.11  0.43
H  -7.06  1.22  -4.23  0.35
C  -5.17  -1.52  7.88  -1.63
H  5.69  2.51  3.80  0.35
H  -0.38  -3.97  0.18  0.01
H  11.57  -9.55  9.76  0.40
H  1.01  -1.01  -10.52  0.43
H  0.31  -1.63  -6.02  -0.05
H  3.96  -3.01  -5.44  0.49
C  7.34  -2.37  -3.13  -0.87
O  -4.77  -1.47  -0.61  -0.33
H  11.92  14.48  2.42  0.05
C  -0.70  -3.78  2.28  -0.46
H  2.44  -2.20  1.60  0.30
C  9.53  1.29  2.93  -0.69
O  1.05  2.70  -4.04  -0.86
C  5.34  3.18  3.03  -1.16
H  8.63  -8.16  7.82  0.33
H  2.59  -1.98  -8.63  -0.14
C  3.64  1.30  -0.74  0.15
H  -9.53  -2.76  -2.88  0.30
C  -9.41  -0.28  -3.01  -0.49
C  5.48  -0.91  -3.15  -0.70
C  -4.10  -6.72  1.71  -0.95
C  -0.37  2.19  -0.53  0.84
H  -4.36  2.55  6.37  0.40
H  2.90  -0.81  -2.64  -1.04
H  4.08  -1.83  -11.33  0.47
C  -6.22  8.86  2.70  -0.75
H  -2.38  -2.01  8.89  0.40
H  -7.73  5.00  3.71  0.67
C  -1.82  -0.67  -2.80  0.44
C  6.34  -8.61  8.99  -0.26
C  0.86  -2.46  -5.55  -0.39
H  7.19  -10.74  8.36  0.39
O  -6.79  4.89  1.86  -0.31
H  -8.54  10.33  -0.23  0.35
O  2.50  -1.69  -0.82  -0.66
H  -1.80  -0.72  0.34  -0.29
H  -0.63  -2.71  2.22  -0.26
O  0.73  -3.08  -0.69  -1.12
H  5.09  4.46  -4.72  0.58
H  0.71  -2.28  -4.48  -0.08
H  2.55  0.58  -8.55  0.20
H  -8.50  8.67  -1.08  0.24
C  2.96  -3.07  -5.08  -1.33
C  -7.13  9.72  1.72  -0.56
C  -7.61  -3.57  -2.29  0.49
C  7.99  2.04  1.35  -0.71
O  8.25  1.99  2.69  -0.34
C  -7.00  -0.51  -2.95  -0.29
C  2.26  5.10  2.40  -0.59
C  7.21  -9.65  8.15  -0.62
H  8.97  -9.63  7.29  0.54
N  -8.25  -1.13  -2.43  0.33
H  -6.68  10.71  1.62  0.41
O  3.87  2.51  -0.27  0.74
H  5.71  -0.19  -11.23  0.35
H  7.24  -2.49  -2.04  0.29
C  -2.62  -5.75  4.73  -0.85
H  1.44  4.76  1.74  -0.07
H  2.92  5.40  -4.08  0.47
H  5.95  4.02  3.23  0.48
C  -6.44  -5.74  -2.47  -1.00
C  4.65  4.01  -3.82  -0.50
H  -1.98  -3.67  0.70  -0.39
C  1.19  1.81  -4.92  -0.36
H  6.51  2.91  -0.12  -0.39
N  -1.27  1.03  -0.83  1.01
C  5.88  -6.21  9.20  -0.56
O  4.44  -0.60  -9.72  -0.25
C  -3.74  0.48  8.19  -1.20
H  6.83  -9.73  6.99  0.28
C  -2.03  0.49  4.76  -1.58
H  6.35  -5.66  10.04  0.28
C  2.87  -2.57  -3.59  -1.34
C  0.44  1.82  0.81  0.34
H  8.80  -8.78  10.10  0.28
H  -5.19  8.89  2.46  0.39
H  -2.76  1.84  0.36  -0.71
O  -3.22  -2.38  0.85  -0.61
H  -1.19  -1.47  -3.21  -0.03
H  4.50  -0.80  -5.10  0.73
H  -3.33  -7.46  1.90  0.33
H  -2.01  0.56  -4.50  0.34
H  -7.78  3.69  0.56  0.31
H  -1.60  1.37  4.25  0.27
O  3.41  4.36  2.07  -0.30
O  2.20  -2.34  -5.99  -0.08
N  -6.75  7.46  2.62  -0.10
C  6.77  2.90  1.00  -0.07
H  -8.14  -2.37  -4.02  0.42
H  3.24  2.63  3.22  0.14
H  5.49  1.56  1.83  0.26
H  -3.48  -5.10  4.70  0.35
O  2.99  1.17  -1.74  1.06
H  -1.79  1.25  7.62  0.45
H  0.63  2.65  1.48  0.33
C  -2.63  -0.20  -4.01  -0.25
H  13.41  -6.91  8.82  0.29
H  -0.07  -0.66  0.01  -0.47
C  1.61  0.17  -8.91  -0.31
H  -2.33  -0.19  4.03  0.39
H  -0.17  3.28  -11.04  0.28
H  -2.72  2.86  5.91  0.30
H  4.51  2.54  0.63  -0.53
H  -9.26  1.05  -4.83  0.44